38
Properties=species:S:1:pos:R:3:forces:R:3 method="wB97M-V/def2-TZVPD" e_above_lowest_kcal_mol=16.4 charge=0 smiles=CC(C)[C@H](N)CO.O.O.O.O.O.O gap_ha=0.3598
C -1.592334 -2.265364 -0.473264 0.1 -0.5 0.1
O -2.757362 -1.947811 -1.205624 -0.6 -0.3 0.2
C -0.458227 -1.327614 -0.827548 1.4 0.2 1.0
C 0.994902 -1.766473 -0.375682 -0.9 0.0 -0.8
C 1.312207 -3.255719 -0.365403 -0.5 -0.7 0.0
C 2.059115 -1.108578 -1.290883 -0.4 0.3 1.3
N -0.667617 -0.016812 -0.217273 0.3 1.1 -0.8
H -1.374681 -3.339462 -0.406639 0.2 0.0 -1.2
H -1.866195 -2.150134 0.574470 -0.1 0.7 0.2
H -2.637953 -1.784984 -2.144311 0.5 -0.2 0.1
H -0.302071 -1.106765 -1.886190 -0.8 -0.5 -0.3
H 0.978253 -1.303869 0.608158 0.7 -0.6 0.3
H 0.895230 -3.784074 -1.230762 -0.1 0.4 -0.2
H 0.919665 -3.822346 0.482961 0.1 0.3 0.2
H 2.380170 -3.444728 -0.450251 0.2 0.1 0.3
H 1.720435 -0.171472 -1.728911 -0.1 0.0 -0.1
H 2.380643 -1.815974 -2.042865 0.0 0.0 -0.3
H 2.891829 -0.863099 -0.632110 0.4 0.0 -0.3
H -1.238131 0.628531 -0.754614 0.1 0.0 0.1
H -0.963904 0.074610 0.746733 -0.2 -0.6 0.0
H 2.741375 2.586151 0.351995 -0.1 0.0 0.2
H 2.543930 3.017853 1.786105 0.0 -0.1 -0.1
O 2.564234 3.367766 0.889315 0.3 0.5 0.1
H 0.940702 4.154321 0.384931 0.5 -0.2 -0.6
H 0.823489 4.155827 -1.195046 0.5 0.0 0.2
O 0.371982 4.359214 -0.375313 -0.8 0.4 0.1
H 1.991175 0.015177 1.469452 0.1 0.1 -0.1
H 1.048809 0.809304 0.556227 -0.4 -0.1 0.0
O 1.691406 0.912351 1.284057 0.4 -0.3 0.2
H -2.316318 3.192097 -1.224223 -0.1 -0.1 0.2
H -0.948479 3.306045 -0.557825 -0.2 -0.1 0.3
O -1.733051 2.718038 -0.620231 -0.1 0.1 -0.4
H 0.130101 2.171656 3.058365 0.0 -0.1 -0.1
H 0.227489 0.666152 2.869268 0.2 0.2 -0.1
O -0.375760 1.360135 3.147676 -0.5 -0.1 0.3
H -3.679916 -1.042410 0.043391 -0.4 -0.2 -0.5
H -4.189872 -0.302926 1.232395 -0.4 0.0 0.0
O -4.505265 -0.874615 0.519468 0.4 0.4 0.6

***

35
Properties=species:S:1:pos:R:3:forces:R:3 method="wB97M-V/def2-TZVPD" e_above_lowest_kcal_mol=248.3 charge=0 gap_ha=0.3047
C -0.208215 -1.306805 0.343606 3.4 4.5 0.1
C 1.470051 -0.774438 0.187753 0.8 -3.8 -3.1
C -0.777876 -0.310144 -0.711595 -3.1 -3.4 -1.5
C -2.287430 -0.055146 -0.596039 -2.0 0.7 0.7
C -2.823542 1.093197 0.040139 1.6 2.5 -1.4
C -3.302057 -0.915142 -1.025626 -0.6 -4.6 -0.2
C -4.203502 1.419873 0.110115 3.8 3.0 2.9
C -4.707260 -0.851063 -0.611715 2.5 -0.8 -0.3
C -5.025601 0.368410 -0.002554 -2.2 -3.1 -1.1
C 3.451399 0.225053 0.912245 4.1 -0.2 0.5
C 3.366556 1.510964 -0.247447 -1.0 0.7 7.1
C 4.285455 -1.116767 0.648643 2.4 3.0 -3.1
H -0.961093 -1.623885 2.283281 0.4 2.5 -1.4
H -1.344470 -0.048002 1.458253 1.1 -1.8 1.3
H -0.290134 -2.339918 0.065613 0.0 -0.5 0.4
H -0.437174 0.606753 -0.481944 2.1 3.2 0.4
H -0.598528 -0.610994 -1.778003 0.4 0.3 1.1
H -2.117017 2.006824 0.251649 -1.1 -2.0 -0.2
H -2.868577 -1.917129 -1.541325 -1.4 2.3 1.0
H -4.305146 2.474397 0.670495 -0.9 -2.7 -1.6
H -5.602374 -1.692599 -0.564036 2.9 2.1 -0.8
H -6.841864 -0.634826 0.918304 2.7 4.7 -2.9
H 1.436632 -0.207946 2.154949 2.6 0.9 -3.7
H 4.097450 0.656854 1.819301 -2.4 -0.2 -1.8
H 3.804549 -1.973045 1.064461 -0.4 -0.7 0.2
H 5.424598 -1.034918 0.987912 -2.6 -0.1 -0.2
H 3.464954 -1.022087 -1.283884 2.3 -0.8 2.4
H 4.532207 0.685289 -1.470692 -1.9 2.5 0.4
N -0.594014 -0.788410 1.683883 -1.7 -1.9 -0.2
N 2.112197 -0.126445 1.146564 -5.1 -0.9 3.8
O 2.131091 -1.176037 -0.884862 -4.6 1.6 2.6
O -6.314887 0.453406 0.280731 -5.0 -2.7 3.9
O 2.835345 2.395368 0.447607 0.5 -0.9 -3.1
O 4.448840 -1.146217 -0.812927 -0.2 0.2 -0.8
O 3.968464 1.642388 -1.362126 2.4 -3.5 -1.5

***

82
Properties=species:S:1:pos:R:3:forces:R:3 method="wB97M-V/def2-TZVPD" charge=-1 gap_ha=0.0754
C 8.407628 -0.791116 1.267043 0.4 -0.4 -0.3
C 7.849867 -0.772974 -0.161422 0.3 0.5 0.0
O 7.024972 0.357021 -0.386476 -0.1 -0.6 0.0
C 5.639826 0.027283 -0.320851 -0.4 0.9 0.1
C 4.828299 1.313373 -0.491428 0.0 -0.6 -0.8
C 3.447396 1.052808 -1.160198 0.4 0.9 0.8
C 2.277174 1.403149 -0.222873 0.2 -1.3 0.1
C 1.019831 0.532952 -0.488573 -0.1 0.7 -0.5
C -0.092522 1.252025 -1.257079 -0.1 -0.5 0.2
C -1.180228 1.806222 -0.326730 0.8 0.1 -0.1
C -1.773354 0.816017 0.709088 0.0 0.7 -0.1
C -3.258981 1.016501 1.038289 0.2 -0.4 -0.1
C -3.621317 0.050112 2.187484 0.1 1.0 0.2
C -4.181858 1.005216 -0.204671 -0.4 -0.3 0.3
C -5.122338 -0.183992 -0.480298 -0.7 -1.0 -0.5
C -4.426081 -1.391782 -1.101268 -0.3 0.0 0.8
C -3.548991 -2.228553 -0.512378 0.3 0.1 -0.2
C -2.258428 -2.576399 -1.247235 -1.0 -0.7 0.1
C -3.752838 -2.926474 0.794838 0.5 0.5 0.4
H 9.481292 -0.976787 1.215640 0.1 -0.1 0.1
H 7.990555 -1.571070 1.899292 -0.2 0.1 0.1
H 8.296370 0.186158 1.724653 -0.2 0.1 0.1
H 8.690538 -0.684227 -0.851443 0.0 0.1 -0.1
H 7.330635 -1.694176 -0.429793 -0.1 -0.1 0.1
H 5.380038 -0.404089 0.652400 0.2 -0.3 0.0
H 5.379872 -0.672551 -1.117168 0.1 -0.2 0.0
H 4.727801 1.778324 0.486010 0.0 0.3 0.0
H 5.410281 1.948093 -1.158959 0.2 0.2 0.2
H 3.433136 0.017464 -1.490730 -0.3 -0.1 0.0
H 3.390497 1.691196 -2.038755 -0.2 -0.2 -0.2
H 2.059148 2.465248 -0.300829 -0.2 0.1 0.1
H 2.626506 1.169632 0.791673 0.0 0.2 0.2
H 0.722989 0.081175 0.481090 -0.1 0.0 0.0
H 1.343274 -0.302927 -1.113379 0.1 -0.2 0.0
H -0.570161 0.475625 -1.881184 -0.2 0.1 -0.1
H -1.943286 2.266228 -0.957010 -0.2 -0.1 0.1
H -0.743692 2.639057 0.243137 -0.1 0.1 0.1
H -1.239377 0.968933 1.651672 0.1 -0.2 0.1
H -1.552890 -0.204780 0.395090 -0.2 -0.2 -0.1
H -3.316812 2.020303 1.461785 -0.1 0.2 -0.1
H -4.647802 -0.305706 2.191367 0.0 -0.2 -0.1
H -3.486215 0.590818 3.126724 0.0 0.0 0.1
H -2.891225 -0.745488 2.215777 -0.2 -0.6 0.0
H -3.603310 1.141866 -1.114849 0.2 0.1 0.0
H -4.821256 1.888025 -0.128098 -0.1 0.0 -0.1
H -5.779893 -0.454547 0.349522 0.1 0.2 0.3
H -5.795822 0.157065 -1.271092 -0.2 0.1 0.1
H -4.691699 -1.630586 -2.126818 1.1 1.1 -0.7
H -1.870412 -1.683255 -1.721732 0.0 0.0 -0.3
H -2.442993 -3.390632 -1.954411 0.4 0.0 -0.2
H -1.514213 -2.883089 -0.516089 0.1 -0.2 0.0
H -3.941390 -3.973109 0.539700 -0.1 -0.1 -0.1
H -2.860069 -2.938598 1.417277 0.0 0.1 0.3
H -4.606553 -2.566796 1.363058 0.0 0.1 0.0
C 5.673605 5.501978 -5.798490 0.0 0.0 0.0
C 6.283629 4.634144 -4.902952 -0.1 0.0 -0.1
C 5.745658 3.376834 -4.678131 0.2 0.0 0.2
C 4.601972 3.005567 -5.360501 0.1 0.2 0.0
C 3.977582 3.859785 -6.249746 -0.2 0.1 -0.2
C 4.519872 5.116392 -6.467740 0.1 0.0 0.1
N 4.041523 1.663429 -5.138832 -0.2 -0.2 0.1
O 4.608386 0.950913 -4.333011 0.0 0.0 -0.2
O 3.051789 1.354489 -5.773838 0.2 0.0 0.1
H 6.098378 6.482064 -5.975180 0.0 0.0 0.0
H 7.180675 4.936221 -4.379596 0.0 0.0 0.0
H 6.217130 2.700195 -3.980202 -0.1 -0.1 0.0
H 3.080803 3.556683 -6.769339 0.0 -0.1 0.1
H 4.042875 5.794950 -7.161972 0.0 0.0 0.0
C -8.231903 -3.441082 6.173466 0.0 0.0 0.0
C -7.561858 -2.225967 6.130260 0.0 -0.1 0.0
C -6.259807 -2.167001 5.659332 0.0 0.2 0.0
C -5.647915 -3.331462 5.233580 -0.2 0.0 0.1
C -6.298479 -4.550697 5.275318 0.0 -0.2 0.0
C -7.599425 -4.602277 5.750030 0.0 0.1 0.0
N -4.273682 -3.266686 4.711216 0.3 0.0 -0.2
O -3.729315 -2.181327 4.707894 -0.1 -0.2 0.0
O -3.773745 -4.302916 4.310537 -0.1 0.2 0.1
H -9.250768 -3.483069 6.536703 0.0 0.0 0.0
H -8.055222 -1.322131 6.460716 0.0 0.0 0.0
H -5.736426 -1.222771 5.623544 0.1 -0.1 -0.1
H -5.805468 -5.451811 4.942050 0.1 0.1 0.0
H -8.121782 -5.548634 5.786095 0.0 0.0 0.0

***

13
Properties=species:S:1:pos:R:3:forces:R:3 method="wB97M-V/def2-TZVPD" e_above_lowest_kcal_mol=28.6 charge=+1 gap_ha=0.2489
C 0.379506 1.586326 -0.794773 1.1 -0.5 -2.1
C 0.954401 0.992045 1.331194 0.0 -0.6 3.4
N 0.599702 0.578548 -0.005344 -2.4 1.2 1.7
P -1.335155 -1.811896 -0.981772 -0.6 -0.6 2.0
Cl -2.005448 -2.180156 -2.791884 -0.2 -0.4 -0.9
I -3.020690 -2.885872 0.598437 0.5 0.6 -0.8
I 0.457905 -3.380892 -0.443365 0.1 0.1 -0.3
H 0.077843 -0.358980 0.237452 1.1 1.3 -2.8
H 0.177970 1.566889 -1.927508 -0.4 -0.6 2.0
H 0.679858 2.599714 -0.422398 -0.2 -1.1 -0.3
H 1.376306 1.977078 1.364893 0.7 0.2 -0.2
H 0.047203 1.105704 2.016956 0.8 -0.6 -1.1
H 1.610598 0.211493 1.818111 -0.5 1.0 -0.7

***

78
Properties=species:S:1:pos:R:3:forces:R:3 method="wB97M-V/def2-TZVPD" charge=+4 multiplicity=3 gap_ha="0.1945 / 0.1907"
N -5.714391 3.569610 -2.926757 0.2 -0.1 0.2
C -5.508706 3.817964 -1.622138 0.2 -0.1 0.3
C -4.585494 3.095574 -0.863949 -0.9 0.1 0.4
C -3.800936 2.089960 -1.490661 1.2 -0.6 1.2
C -3.976364 1.910938 -2.884982 0.1 0.6 -1.0
C -4.963941 2.656065 -3.550617 0.6 -0.9 0.2
C -2.809825 1.320237 -0.763240 -4.4 1.8 -2.0
W -0.389651 0.624274 0.228130 3.5 -1.8 2.2
P 3.797320 -0.672839 0.686993 0.8 2.2 -0.6
C -1.628459 0.883222 -1.444498 1.4 -0.3 -0.6
C -0.510594 1.893759 -1.435964 -0.8 0.2 -0.6
C 0.800682 1.467384 -1.766265 0.5 0.3 -0.7
C 1.901426 2.324767 -1.448204 -0.5 -0.2 -0.3
C 1.770535 3.279600 -0.434846 -0.4 -0.9 0.7
C 0.530967 3.368868 0.238854 0.1 0.5 -0.3
C -0.620209 2.841861 -0.373517 0.2 1.1 -0.5
Br 3.248258 4.154492 0.250802 0.1 0.4 -0.1
H -3.000801 1.050567 0.285414 -0.2 0.5 -0.6
H -1.666671 0.184864 -2.289803 -0.2 0.3 0.3
H -4.451310 3.323611 0.191780 -0.2 -0.1 -0.1
H -3.349872 1.229507 -3.459182 -0.3 0.0 0.2
H -6.127635 4.603488 -1.160170 0.4 -0.4 -0.3
H -5.130723 2.452282 -4.617083 -0.1 0.4 0.5
H 0.924992 0.612302 -2.437509 0.1 0.5 0.0
H -1.579096 3.305441 -0.165764 0.0 -0.3 0.4
H 2.841731 2.239701 -1.997422 -0.2 -0.1 0.3
H 0.427822 3.897135 1.202707 0.1 0.0 -0.8
P -1.202596 -1.721311 0.038854 0.0 -1.9 -0.2
C 4.695050 0.907027 0.870019 0.5 -0.5 0.8
C 6.164211 0.754404 0.499469 0.4 0.1 0.0
H 4.581109 1.252591 1.908843 0.1 -0.1 -0.2
H 4.176899 1.631909 0.226422 0.0 -0.3 0.0
H 6.664557 1.723838 0.532744 0.0 -0.1 0.0
H 6.657502 0.082118 1.205301 0.1 0.2 -0.1
H 6.301726 0.338893 -0.501558 0.0 0.1 0.0
C 3.449708 -0.679981 -1.093401 -0.5 -0.6 -0.2
C 4.367792 -1.724376 -1.756530 0.1 -0.3 -0.2
H 3.630876 0.331046 -1.485102 0.1 -0.4 0.3
H 2.381282 -0.906379 -1.243661 0.4 -0.1 0.0
H 4.004644 -1.983593 -2.757683 0.1 0.1 0.2
H 5.392488 -1.344745 -1.852054 -0.3 -0.1 0.0
H 4.412352 -2.637921 -1.147160 0.0 0.1 -0.3
C 2.509594 -0.554017 1.917093 -0.9 -0.5 -0.2
C 3.043498 -1.125210 3.248886 0.1 -0.1 0.2
H 1.635705 -1.121083 1.544384 0.1 0.0 0.3
H 2.238203 0.511993 1.974325 0.2 -0.3 0.0
H 2.228115 -1.468590 3.893108 0.1 0.1 -0.1
H 3.706128 -1.980627 3.058752 -0.2 0.1 0.2
H 3.624473 -0.371798 3.794754 -0.1 -0.2 -0.1
C -0.987741 -2.732053 1.554879 0.2 0.4 0.5
C -1.332143 -4.223225 1.416053 0.0 -0.1 0.0
H -1.586185 -2.260332 2.352695 0.2 -0.2 -0.3
H 0.063773 -2.593428 1.853428 -0.2 -0.2 0.1
H -2.396759 -4.404561 1.239793 0.2 0.2 0.0
H -0.764487 -4.707341 0.614655 -0.1 0.0 0.2
H -1.083424 -4.741865 2.347898 0.0 0.2 -0.1
C -0.047254 -2.481299 -1.174515 0.3 -0.1 0.2
C -0.410074 -2.288152 -2.648168 0.1 -0.2 -0.3
H -0.028313 -3.556816 -0.932655 0.0 0.3 -0.1
H 0.962942 -2.099901 -0.955760 -0.3 -0.2 -0.1
H -1.333737 -2.824288 -2.912089 0.4 0.2 0.1
H -0.541651 -1.233570 -2.936959 0.2 -0.3 0.0
H 0.394674 -2.707236 -3.272378 -0.3 0.2 0.1
C -2.795085 -2.352361 -0.615988 -0.5 0.6 -0.4
C -3.990167 -2.070333 0.296131 -0.4 0.2 0.3
H -2.688348 -3.445977 -0.804926 0.3 0.8 0.2
H -2.943460 -1.868097 -1.599032 -0.1 -0.3 0.3
H -4.288667 -1.003012 0.241467 0.0 -0.5 0.0
H -4.858910 -2.684168 -0.003311 0.4 0.4 0.1
H -3.784355 -2.302866 1.355790 -0.1 0.0 -0.4
S -2.406258 0.383811 3.085166 0.6 0.5 0.6
C -1.029197 0.351049 4.141062 0.4 0.4 -1.0
C 0.127279 0.775630 3.507159 -0.9 -0.1 0.3
N -0.054625 1.107109 2.183397 -1.7 0.2 -0.3
C -1.469937 1.295961 1.856625 0.0 -0.1 2.4
H -1.110740 0.012634 5.167507 0.0 -0.3 -0.1
H 1.107816 0.884661 3.978162 -0.4 -0.3 -0.3
H -1.817312 2.331205 1.835979 -0.1 -0.1 -0.3

***

31
Properties=species:S:1:pos:R:3:forces:R:3 method="wB97M-V/def2-TZVPD" e_above_lowest_kcal_mol=14.9 charge=-1 multiplicity=7 gap_ha="0.1615 / 0.2425"
C -0.850010 -2.149918 -2.592379 -0.8 0.1 -0.4
C -1.184851 -0.928709 -3.255615 -0.5 -0.4 0.2
C -2.257289 -0.305419 -2.536090 -0.3 -0.9 -0.1
C -2.594376 -1.161737 -1.429327 -0.1 -0.4 -0.9
C -1.712104 -2.293901 -1.463234 -0.7 0.1 -0.7
Dy -0.304039 -0.301907 -0.879686 1.9 -1.5 2.4
N 1.163701 -1.529069 -0.015107 -0.1 0.7 -0.7
C 2.127766 0.369538 -1.370446 1.1 0.3 -0.1
C 1.338150 0.890461 -2.371733 0.4 0.5 -0.1
H -2.744852 0.641484 -2.795503 0.2 -0.5 0.1
H -0.721150 -0.550651 -4.171979 -0.2 -0.1 0.5
H -3.382533 -0.978144 -0.691491 0.5 0.0 -0.3
H -1.710637 -3.131494 -0.757666 0.1 0.5 -0.3
H -0.094519 -2.870259 -2.922348 -0.3 0.5 0.3
H 1.344574 0.480358 -3.388921 0.0 0.1 0.6
H 2.831889 -0.449774 -1.551272 -0.4 0.5 0.0
H 1.742971 -2.163195 0.560609 -0.4 0.4 -0.4
H 0.789587 1.844527 -2.264752 0.4 -0.4 0.1
H 2.266135 0.888953 -0.406678 -0.1 -0.3 -0.6
O -1.216352 -0.084911 1.126082 -1.1 0.3 -0.1
N -0.343027 0.525160 1.944983 -0.1 0.0 -1.1
C 0.365792 -0.225373 2.827570 0.3 -0.3 1.6
C 0.874729 0.414503 3.942211 -0.2 -1.1 -0.9
C 0.975273 1.824024 3.932974 0.2 0.6 0.9
C 0.478085 2.548156 2.845924 -0.4 0.0 -1.0
C -0.204347 1.886850 1.839364 0.6 0.9 0.7
H 0.430969 -1.296238 2.594046 -0.3 0.6 0.3
H 1.138123 -0.200687 4.808114 0.5 0.3 -0.5
H 1.478950 2.335722 4.745531 -0.1 0.0 0.0
H 0.622185 3.629371 2.742953 0.0 -0.4 0.2
H -0.648795 2.342278 0.953868 0.1 -0.1 0.3

***

Look up the charge of the fifth one. +4

***

Which value of charge does entry 5 give? +4